{
  "formula": "C21H23N3O",
  "method": "the ωB97M-V functional and the def2-TZVPD basis",
  "total_energy_ev": -28667.8110,
  "orbital_gap_ev": 8.45,
  "de_lowest_kj_mol": 205.1,
  "smiles": "Cc1cccc(-c2nn3c(c2-c2ccc(O)cc2)[C@H](C)C(C)(C)C3)n1",
  "charge": 0,
  "elements": ["C", "C", "C", "C", "C", "C", "C", "N", "N", "C", "C", "C", "C", "C", "C", "O", "C", "C", "C", "C", "C", "C", "C", "C", "N", "H", "H", "H", "H", "H", "H", "H", "H", "H", "H", "H", "H", "H", "H", "H", "H", "H", "H", "H", "H", "H", "H", "H"],
  "coordinates": [[-5.6056, -1.1286, 1.3551], [-4.3255, -0.4809, 1.7667], [-4.2666, 0.4335, 2.8513], [-3.0490, 0.9911, 3.2106], [-1.9127, 0.6373, 2.4984], [-1.9889, -0.3302, 1.4871], [-0.7842, -0.8695, 0.8741], [-0.4101, -2.1065, 0.7370], [0.7724, -2.0280, 0.0490], [1.1367, -0.7597, -0.1769], [0.2240, 0.0567, 0.3243], [0.1718, 1.4874, 0.1013], [1.3144, 2.2993, 0.3521], [1.3330, 3.6467, 0.0878], [0.1376, 4.2501, -0.3774], [0.1756, 5.6043, -0.6953], [-1.0184, 3.4452, -0.6449], [-1.0166, 2.0854, -0.3611], [2.3201, -0.6382, -1.0990], [1.7429, -0.1072, -2.4646], [2.7873, -2.1266, -1.1358], [3.9723, -2.3344, -0.1557], [3.2441, -2.6199, -2.5071], [1.5958, -3.0143, -0.6292], [-3.1914, -0.8516, 1.1545], [-5.5828, -1.3487, 0.3121], [-5.7620, -2.0742, 1.8508], [-6.4743, -0.4858, 1.5695], [-5.1804, 0.7268, 3.3281], [-3.0141, 1.7457, 3.9689], [-0.9737, 1.1028, 2.7481], [2.1711, 1.8357, 0.8155], [2.2404, 4.2495, 0.3434], [-0.6357, 5.8183, -1.1624], [-1.9107, 3.9533, -0.9795], [-1.8507, 1.4671, -0.5817], [3.1212, 0.0592, -0.7715], [2.5430, -0.0407, -3.2137], [0.9582, -0.7292, -2.8242], [1.2793, 0.8871, -2.3522], [4.2012, -3.3741, -0.0202], [3.7087, -1.8838, 0.8098], [4.8827, -1.8553, -0.5244], [2.3770, -2.6823, -3.2019], [4.0094, -1.9506, -2.8883], [3.6028, -3.6624, -2.4110], [1.0620, -3.4698, -1.4672], [1.8682, -3.8304, 0.0496]]
}

{
  "formula": "C26H28N6O2Sn",
  "method": "the ωB97M-V functional and the def2-TZVPD basis",
  "total_energy_ev": -46246.0688,
  "orbital_gap_ev": 4.21,
  "charge": 4,
  "elements": ["Sn", "C", "C", "O", "N", "C", "C", "C", "C", "C", "C", "N", "H", "H", "H", "H", "H", "H", "H", "H", "H", "H", "C", "C", "C", "C", "C", "N", "C", "O", "N", "C", "C", "C", "C", "N", "C", "C", "C", "H", "H", "H", "H", "H", "H", "H", "H", "H", "H", "H", "H", "H", "C", "C", "C", "N", "C", "C", "H", "H", "H", "H", "H"],
  "coordinates": [[-1.9355, -1.9324, 1.3181], [0.8954, -5.2312, 0.0614], [0.4165, -4.1628, 0.9794], [-0.5243, -3.3922, 0.6262], [0.9492, -4.0683, 2.1878], [0.4854, -3.1147, 3.1947], [-0.8035, -3.5520, 3.8533], [-0.8062, -4.2895, 5.0190], [-2.0181, -4.6927, 5.5669], [-3.1965, -4.3516, 4.9242], [-3.1224, -3.6129, 3.7600], [-1.9545, -3.2134, 3.2311], [0.7937, -4.9089, -0.9717], [0.2604, -6.1106, 0.1967], [1.9248, -5.5192, 0.2641], [1.6644, -4.7330, 2.4472], [0.3330, -2.1500, 2.7048], [1.2755, -2.9912, 3.9305], [0.1291, -4.5379, 5.5030], [-2.0392, -5.2609, 6.4877], [-4.1591, -4.6471, 5.3165], [-4.0204, -3.3245, 3.2296], [6.4931, 7.2240, -2.9451], [5.1987, 6.5990, -3.0205], [4.0084, 7.3549, -2.6526], [2.8055, 6.7713, -2.6513], [2.6816, 5.3472, -3.0184], [1.5310, 4.7713, -2.8952], [1.1681, 3.4452, -3.5436], [1.4748, 3.3518, -4.6912], [0.4798, 2.5607, -2.8125], [0.1308, 2.3850, -1.4376], [0.0793, 3.3900, -0.4850], [-0.3136, 3.0641, 0.8004], [-0.6587, 1.7524, 1.0864], [-0.6426, 0.7827, 0.1730], [-0.2479, 1.0966, -1.0575], [3.8750, 4.6073, -3.4753], [5.0661, 5.2202, -3.4657], [6.7656, 7.3241, -1.8704], [6.4466, 8.2764, -3.2594], [7.2888, 6.6742, -3.4411], [4.1162, 8.3995, -2.3861], [1.9137, 7.3321, -2.3923], [0.7366, 5.3710, -2.6620], [0.2182, 1.7817, -3.4094], [0.3120, 4.4212, -0.7125], [-0.3718, 3.8261, 1.5645], [-0.9697, 1.4763, 2.0873], [-0.2561, 0.2956, -1.7917], [3.7690, 3.5922, -3.8329], [5.9555, 4.6957, -3.7923], [-5.7336, -4.5140, -0.7332], [-5.8809, -3.1749, -0.3983], [-4.8466, -2.5384, 0.2559], [-3.7090, -3.1759, 0.5803], [-3.5747, -4.4779, 0.2702], [-4.5634, -5.1787, -0.3862], [-6.5212, -5.0319, -1.2646], [-6.7832, -2.6302, -0.6367], [-4.9227, -1.4938, 0.5362], [-2.6454, -4.9532, 0.5576], [-4.4211, -6.2238, -0.6218]]
}

{
  "formula": "C16H22N2O3S2",
  "method": "the ωB97M-V functional and the def2-TZVPD basis",
  "total_energy_ev": -47742.7460,
  "orbital_gap_ev": 8.85,
  "de_lowest_kj_mol": 3.8,
  "smiles": "CC(=O)N1C[C@H](C)Sc2ccc(S(=O)(=O)N3CCCCC3)cc21",
  "charge": 0,
  "elements": ["C", "C", "O", "N", "C", "C", "C", "S", "C", "C", "C", "C", "S", "O", "O", "N", "C", "C", "C", "C", "C", "C", "C", "H", "H", "H", "H", "H", "H", "H", "H", "H", "H", "H", "H", "H", "H", "H", "H", "H", "H", "H", "H", "H", "H"],
  "coordinates": [[1.9673, 2.8149, -0.7369], [2.6502, 2.0684, 0.3794], [3.4976, 2.5861, 1.0755], [2.3244, 0.7423, 0.5601], [3.2122, -0.0629, 1.3769], [4.0853, -0.9488, 0.4973], [4.9029, -0.1595, -0.5113], [3.0066, -2.1674, -0.3571], [1.5068, -1.2721, -0.5500], [0.4743, -1.9490, -1.2003], [-0.7578, -1.3574, -1.3848], [-0.9702, -0.0876, -0.8782], [-2.5748, 0.7021, -1.0458], [-3.2135, 0.1419, -2.1993], [-2.3582, 2.1181, -0.9753], [-3.4931, 0.2883, 0.2640], [-3.2898, 0.9821, 1.5172], [-2.9760, 0.0132, 2.6633], [-2.1705, -1.1689, 2.1343], [-3.0126, -1.9827, 1.1443], [-3.9704, -1.0658, 0.3586], [0.0364, 0.5991, -0.2356], [1.3049, 0.0401, -0.0924], [1.6283, 2.1588, -1.5330], [2.6811, 3.5378, -1.1274], [1.1167, 3.3750, -0.3543], [3.8381, 0.6293, 1.9463], [2.6222, -0.6733, 2.0676], [4.7402, -1.5587, 1.1239], [5.5183, 0.5741, 0.0053], [5.5478, -0.8264, -1.0781], [4.2544, 0.3659, -1.2095], [0.6680, -2.9461, -1.5651], [-1.5516, -1.8536, -1.9182], [-4.1908, 1.5638, 1.7495], [-2.4735, 1.6879, 1.3597], [-3.9038, -0.3560, 3.1034], [-2.4221, 0.5396, 3.4411], [-1.8488, -1.8073, 2.9586], [-1.2741, -0.7917, 1.6369], [-2.3496, -2.5179, 0.4638], [-3.6047, -2.7239, 1.6831], [-4.9498, -1.0374, 0.8471], [-4.1106, -1.4152, -0.6640], [-0.1748, 1.5827, 0.1479]]
}

{
  "formula": "C43H59N3OS3Sb2W",
  "method": "the ωB97M-V functional and the def2-TZVPD basis",
  "spin_multiplicity": 3,
  "total_energy_ev": -99428.0045,
  "orbital_gap_ev": [2.27, 2.43],
  "charge": 4,
  "elements": ["W", "S", "C", "N", "C", "C", "N", "C", "C", "C", "C", "C", "C", "C", "C", "S", "C", "C", "C", "C", "C", "C", "C", "H", "H", "H", "H", "H", "H", "H", "H", "H", "H", "H", "H", "H", "H", "H", "H", "H", "H", "C", "Sb", "C", "C", "C", "C", "C", "C", "C", "C", "C", "Sb", "C", "C", "H", "H", "H", "H", "H", "H", "H", "H", "H", "H", "H", "H", "H", "H", "H", "H", "H", "H", "H", "H", "O", "S", "C", "C", "C", "C", "H", "H", "H", "H", "H", "H", "H", "H", "C", "N", "C", "C", "C", "C", "C", "C", "C", "C", "H", "H", "H", "H", "H", "H", "H", "H", "H", "H", "H", "H", "H"],
  "coordinates": [[-0.5204, 0.9564, 0.5767], [0.7382, -1.0898, 0.2124], [0.4661, -1.8229, 1.7752], [0.9308, -3.1236, 1.9679], [0.8441, -3.7090, 3.3318], [-0.4390, -3.3683, 4.0055], [-0.6130, -1.9198, 3.9535], [-1.4977, -1.3532, 4.9879], [-0.9126, -0.2385, 5.8748], [0.0814, -0.5423, 6.8428], [0.7173, 0.4980, 7.5452], [0.2829, 1.8336, 7.3844], [-0.8802, 2.0721, 6.6497], [-1.5010, 1.0181, 5.9601], [-0.3366, -1.2399, 2.7867], [-1.2578, 0.2926, 2.5951], [1.8425, -3.8383, 1.0588], [1.4476, -5.2369, 0.6925], [0.4063, -5.4544, -0.2466], [0.0985, -6.7272, -0.6449], [0.6818, -7.8310, -0.0484], [1.7642, -7.6278, 0.8056], [2.1550, -6.3395, 1.1966], [1.6874, -3.3461, 3.9591], [1.0246, -4.8169, 3.2832], [-0.3823, -3.7366, 5.0498], [-1.3046, -3.8886, 3.4744], [-1.8009, -2.2235, 5.6017], [-2.3983, -0.9985, 4.5397], [0.3625, -1.6051, 7.0678], [1.4331, 0.2361, 8.3250], [0.8868, 2.6527, 7.8216], [-1.3539, 3.0457, 6.7758], [-2.4589, 1.2594, 5.4898], [2.8929, -3.8783, 1.4637], [1.9124, -3.2389, 0.1398], [-0.0589, -4.6118, -0.7364], [-0.7288, -6.9287, -1.3425], [0.3029, -8.8305, -0.2838], [2.3582, -8.4651, 1.1601], [3.0093, -6.1686, 1.8424], [-2.1055, 4.8808, -0.6275], [-2.0954, 2.6850, -0.9925], [-1.5209, 2.5736, -3.1360], [-4.3043, 2.2041, -0.8191], [-4.8077, 2.0691, -2.1677], [-5.2874, 3.1952, -2.8032], [-5.6924, 3.1676, -4.1542], [-5.6272, 1.9673, -4.8643], [-5.2414, 0.8215, -4.1991], [-4.7282, 0.8490, -2.8791], [-4.2560, -0.3941, -2.2183], [-2.1418, -0.5868, -1.3167], [-2.6886, -2.4597, -0.3523], [-1.0159, -1.0433, -3.1316], [-3.1381, 5.1843, -0.6690], [-1.4764, 5.3347, -1.3985], [-1.7067, 4.9490, 0.3480], [-1.2296, 3.6025, -3.3312], [-2.3114, 2.2807, -3.8460], [-0.6529, 1.9093, -3.1831], [-4.7165, 3.0612, -0.2641], [-4.3242, 1.3045, -0.2167], [-5.4409, 4.1329, -2.2645], [-6.1121, 4.0816, -4.6025], [-5.9497, 1.9237, -5.9095], [-5.3070, -0.1526, -4.7001], [-4.2663, -1.2730, -2.9298], [-4.8914, -0.6159, -1.3444], [-3.7575, -2.5737, -0.3722], [-2.2629, -2.4003, 0.6495], [-2.2226, -3.2695, -0.9222], [-0.8758, -2.0996, -3.3625], [-0.0534, -0.6006, -2.9830], [-1.4712, -0.5726, -3.9828], [3.5839, 2.6895, -7.0091], [2.4792, 2.3443, -6.0450], [1.4643, 1.1801, -6.8593], [1.6417, -0.3013, -6.4214], [2.5724, -0.3471, -5.2237], [2.9589, 1.1083, -4.7955], [1.5327, 1.3181, -7.9347], [0.4079, 1.5214, -6.5728], [2.0060, -0.9210, -7.2988], [0.6617, -0.7260, -6.1436], [3.5864, -0.6915, -5.5442], [2.2139, -0.9983, -4.3688], [4.0437, 1.1998, -4.6845], [2.4468, 1.4202, -3.8550], [4.3849, 2.1523, -0.2323], [4.2651, 1.2538, 0.9708], [5.1485, 1.6921, 2.1183], [2.8529, 0.8862, 1.3402], [1.9438, 2.0297, 1.6823], [2.3193, 3.0599, 2.5429], [1.9851, 4.3693, 2.3402], [1.2958, 4.7433, 1.1759], [0.7969, 3.7557, 0.3409], [0.9453, 2.3592, 0.7117], [5.4928, 2.0843, -0.4694], [4.1631, 3.1956, 0.0483], [3.7150, 1.7746, -1.0239], [4.6989, 0.3662, 0.7157], [4.8105, 2.6623, 2.5025], [6.1664, 1.7748, 1.7117], [5.1574, 0.9569, 2.9302], [2.9711, 0.1078, 2.1386], [2.4855, 0.4248, 0.4398], [2.9275, 2.8715, 3.4258], [2.2589, 5.1336, 3.0986], [1.1244, 5.7801, 0.8976], [0.2889, 3.9681, -0.5984]]
}

{
  "formula": "C4H5NO2",
  "method": "the ωB97M-V functional and the def2-TZVPD basis",
  "total_energy_ev": -9812.1600,
  "orbital_gap_ev": 11.00,
  "de_lowest_kj_mol": 207.9,
  "smiles": "C[C@@]1(C#N)O[C@H]1O",
  "charge": 0,
  "elements": ["C", "C", "C", "N", "O", "C", "O", "H", "H", "H", "H", "H"],
  "coordinates": [[-1.1621, 0.1037, -0.7040], [0.2971, -0.1522, -0.3761], [0.7290, -1.5586, -0.6145], [1.0753, -2.6254, -0.8536], [1.2234, 0.8669, -0.4920], [0.8928, 0.3440, 0.8925], [0.1921, 1.0384, 1.8056], [-1.8123, -0.3312, 0.0558], [-1.3411, 1.1761, -0.7689], [-1.3971, -0.3443, -1.6670], [1.7531, -0.1369, 1.3494], [-0.4503, 1.6195, 1.3729]]
}